Entry 1:
Here is a 5-piece molecular cluster, C24H42N2O15 overall in a non-equilibrium geometry from the OMol25 dataset. Energies are from ωB97M-V with the def2-TZVPD basis set.

Summary:
Orbital gap = 9.078 eV
Net charge = 0
SMILES string = C[C@@H]1COC(=O)O1.C[C@@H]1COC(=O)O1.C[C@@H]1COC(=O)O1.C[C@@H]1COC(=O)O1.NCCCCCOC(=O)OCCN

```
83
Properties=species:S:1:pos:R:3:forces:R:3:mulliken_charge:R:1
C -1.587 5.262 2.953 -0.3715 0.0224 -0.2891 -1.50
C -0.586 4.225 2.495 -0.7155 0.5369 0.6930 0.58
C 0.843 4.662 2.628 0.4118 0.0840 0.5542 -0.27
O 1.488 3.911 1.606 -0.3055 -0.0906 -0.4561 -0.33
C 0.551 3.686 0.643 0.1339 -0.3366 -0.8215 0.64
O 0.793 3.274 -0.453 -0.1117 0.2588 0.7167 -0.53
O -0.698 3.996 1.091 0.6903 -0.2201 -0.3056 -0.32
H -1.463 5.490 4.014 0.0350 -0.0922 -0.0711 0.38
H -1.485 6.186 2.378 0.1423 -0.0810 0.0664 0.37
H -2.606 4.904 2.788 0.0950 -0.0132 0.1204 0.37
H -0.764 3.273 3.008 0.1388 0.0320 -0.0285 0.26
H 1.263 4.425 3.606 0.0730 -0.1327 -0.1947 0.04
H 0.994 5.727 2.422 -0.1973 -0.0165 -0.0006 0.32
C 1.831 -4.694 -5.727 0.1254 -0.4041 0.1944 -1.33
C 0.357 -4.383 -5.593 1.0385 -0.1045 -0.4497 0.45
C 0.075 -3.010 -5.055 0.1393 0.6185 -0.2560 -0.33
O -1.189 -3.185 -4.423 -0.1432 -0.5860 0.1185 -0.31
C -1.250 -4.492 -4.038 -0.5536 -0.4878 0.5691 0.65
O -2.070 -4.939 -3.291 0.5149 0.3475 -0.4980 -0.56
O -0.251 -5.219 -4.611 -0.6525 0.4080 0.3086 -0.35
H 2.317 -4.013 -6.430 -0.1230 -0.0248 0.0106 0.37
H 2.336 -4.624 -4.760 -0.1072 0.1100 -0.0441 0.25
H 1.971 -5.719 -6.078 -0.0234 0.1306 -0.0824 0.38
H -0.156 -4.554 -6.547 -0.0616 0.0826 0.0756 0.25
H 0.014 -2.256 -5.842 -0.1858 -0.0307 0.1345 0.36
H 0.796 -2.680 -4.301 0.0687 -0.1413 -0.0671 0.20
C 6.410 -3.054 0.814 0.2991 -0.3528 -0.0312 -1.46
C 5.561 -2.873 -0.424 0.6533 0.1998 0.8315 0.46
C 4.140 -2.488 -0.132 -0.3018 0.6425 0.1527 -0.55
O 3.447 -3.008 -1.261 0.4307 -0.7190 -0.2971 -0.19
C 4.169 -4.075 -1.700 -0.3186 -0.4911 -0.5027 0.53
O 3.774 -4.879 -2.494 0.2645 0.5524 0.4470 -0.55
O 5.399 -4.110 -1.114 -0.6106 -0.0475 -0.3956 -0.36
H 6.484 -2.125 1.383 -0.0419 -0.0327 -0.1099 0.37
H 5.999 -3.834 1.461 -0.1123 0.1318 -0.0717 0.36
H 7.417 -3.378 0.539 -0.0593 0.1402 0.0145 0.36
H 6.037 -2.163 -1.110 -0.1240 -0.0011 0.0091 0.26
H 4.005 -1.408 -0.058 -0.1391 -0.1206 -0.1621 0.38
H 3.736 -2.961 0.769 0.1904 -0.0250 0.0176 0.32
C 4.917 2.445 7.288 0.2823 -0.3499 -0.0195 -1.47
C 4.086 2.619 6.037 0.6982 0.2141 0.8275 0.54
C 2.660 3.003 6.306 -0.2767 0.5621 0.2135 -0.47
O 1.983 2.476 5.169 0.1916 -0.3709 -0.1903 -0.34
C 2.716 1.406 4.746 -0.1901 -0.8320 -0.7382 0.64
O 2.335 0.598 3.952 0.2320 0.6247 0.5427 -0.54
O 3.936 1.377 5.351 -0.7035 0.0576 -0.3618 -0.34
H 4.982 3.378 7.853 -0.0273 -0.0337 -0.1109 0.38
H 4.497 1.669 7.933 -0.1083 0.1288 -0.0753 0.36
H 5.928 2.122 7.030 -0.0656 0.1468 0.0124 0.36
H 4.571 3.325 5.354 -0.1213 -0.0049 0.0043 0.25
H 2.523 4.084 6.372 -0.1099 -0.1101 -0.1401 0.33
H 2.244 2.535 7.204 0.1833 -0.0144 0.0021 0.30
N 0.944 -1.740 -0.790 -0.7590 0.6732 0.8558 -0.30
C -0.332 -0.936 -0.787 -0.2751 -0.6608 -0.6638 -0.49
C -0.823 -0.562 -2.273 -1.2954 0.2154 0.4057 0.07
C -2.250 0.199 -2.086 1.5897 0.1415 0.1546 -0.48
C -2.001 1.625 -1.384 -1.8025 -0.4828 0.6888 -0.15
C -3.393 2.464 -1.509 3.3533 0.2578 -0.3652 -0.65
O -4.447 1.523 -1.183 -2.6380 1.7245 0.1593 -0.11
C -5.656 2.165 -0.871 -1.4666 2.8706 1.3915 0.48
O -5.776 3.349 -0.485 0.9136 -3.9876 -1.6619 -0.58
O -6.875 1.417 -0.940 3.5994 -0.2720 0.2953 -0.28
C -6.608 -0.011 -1.010 -1.0577 -2.1396 -0.3768 -0.10
C -7.944 -0.884 -0.694 0.3218 0.9799 0.3522 -0.36
N -8.396 -1.683 -1.874 -0.3970 0.7161 0.6357 -0.62
H 0.739 -2.751 -0.802 0.1767 0.7716 0.0052 0.22
H 1.383 -1.520 0.122 -0.1733 -0.5670 -0.8093 0.20
H -0.131 -0.014 -0.138 -0.5209 -1.2096 -1.1297 0.13
H -1.179 -1.574 -0.326 1.0719 1.2434 -0.4887 0.20
H -1.053 -1.489 -2.909 0.6236 1.1551 1.2024 -0.24
H -0.088 0.089 -2.850 -0.7957 -0.7708 0.9341 0.35
H -2.858 -0.489 -1.394 0.5642 1.2242 -1.2461 0.13
H -2.779 0.370 -3.096 0.7477 -0.4401 1.5650 0.30
H -1.831 1.502 -0.250 -0.1004 0.0403 -1.7595 0.13
H -1.107 2.198 -1.795 -1.3394 -0.6997 0.3435 0.21
H -3.289 3.335 -0.786 -0.7977 -1.0979 -1.0106 0.34
H -3.421 2.819 -2.604 -0.6478 -0.4756 1.7045 0.29
H -6.338 -0.251 -2.094 0.1471 0.1487 1.6080 0.22
H -5.834 -0.351 -0.249 -0.6936 0.7654 -1.2750 0.18
H -8.741 -0.140 -0.354 0.9973 -0.8652 -0.2973 0.25
H -7.763 -1.627 0.158 -0.0694 1.2066 -1.1099 0.24
H -9.419 -1.790 -1.745 0.9080 -0.0505 -0.5740 0.25
H -8.216 -1.180 -2.752 -0.3546 -0.1795 0.6005 0.23
```
Forces are in eV/Å.

=====

Entry 2:
Here is a 7-piece molecular cluster, C24H42N2O19P overall from the OMol25 dataset. Energies are from ωB97M-V with the def2-TZVPD basis set.

Summary:
Orbital gap = 10.408 eV
Net charge = +1

```
88
Properties=species:S:1:pos:R:3:forces:R:3:mulliken_charge:R:1
N -4.481 3.794 -1.892 0.4442 0.2690 -0.5414 -0.53
P -3.763 2.318 -2.166 -0.4352 -0.5017 0.2247 0.26
N -2.495 2.362 -0.860 0.2098 0.1766 -0.2859 0.03
O -2.685 2.569 -3.371 -0.0542 -0.0855 0.2074 -0.38
H -5.287 3.858 -2.509 -0.2364 0.0522 0.3602 0.29
H -3.908 4.616 -2.073 -0.0300 0.0133 0.2397 0.29
H -2.914 2.377 0.082 -0.3247 0.2437 0.0568 0.11
H -1.947 1.480 -0.983 -0.0073 -0.1968 0.0712 0.40
H -1.825 3.127 -0.966 -0.1232 0.0843 0.0748 0.45
H -2.822 1.839 -3.983 0.3317 -0.0665 -0.3584 0.31
C 2.707 2.088 -2.607 -0.2220 0.1061 -0.1274 -1.46
C 2.003 1.097 -1.723 0.1957 -0.0155 -0.1282 0.50
C 2.076 -0.349 -2.163 0.1080 -0.0141 -0.0226 -0.39
O 0.845 -0.888 -1.619 0.0102 -0.0260 -0.0624 -0.35
C -0.020 0.107 -1.528 0.0368 -0.0076 -0.0787 0.75
O -1.198 -0.027 -1.287 0.0377 0.1604 0.0348 -0.75
O 0.556 1.302 -1.737 0.0023 -0.0346 0.1739 -0.37
H 2.389 1.976 -3.644 0.0342 -0.0464 -0.0038 0.35
H 2.488 3.108 -2.293 0.0577 -0.0076 0.0590 0.39
H 3.783 1.930 -2.552 0.0087 -0.0255 -0.0017 0.40
H 2.329 1.201 -0.685 -0.0772 0.0052 0.0310 0.25
H 2.928 -0.896 -1.773 -0.0983 -0.0967 0.0723 0.12
H 2.048 -0.458 -3.247 0.0299 -0.0063 -0.0097 0.35
C 6.589 -4.233 -0.271 -0.2022 0.0463 0.0639 -1.23
C 6.670 -3.607 -1.633 0.0495 -0.0005 0.0945 0.65
C 7.396 -2.281 -1.706 0.0522 -0.0263 -0.0322 -0.52
O 6.765 -1.649 -2.834 -0.0091 0.0439 0.0722 -0.33
C 5.525 -2.164 -2.954 0.0593 -0.0963 -0.0938 0.64
O 4.688 -1.740 -3.692 -0.1119 0.1415 0.1585 -0.56
O 5.362 -3.218 -2.133 0.0348 -0.0123 -0.0407 -0.35
H 6.176 -3.532 0.457 0.0413 0.0373 -0.0222 0.33
H 5.943 -5.110 -0.291 0.0626 -0.0412 -0.0381 0.37
H 7.589 -4.536 0.044 -0.1329 0.0149 -0.0041 0.22
H 7.091 -4.311 -2.354 -0.0196 0.0098 -0.0366 0.25
H 8.464 -2.369 -1.879 -0.0122 0.0162 -0.1077 0.30
H 7.215 -1.668 -0.820 0.0064 -0.0295 0.0348 0.31
C -4.061 4.837 -5.527 -0.1838 0.2800 0.0282 -1.17
C -4.146 4.115 -6.846 0.0966 0.0276 0.0818 0.49
C -2.975 4.313 -7.789 0.0081 -0.0180 -0.0088 -0.50
O -3.589 4.139 -9.067 0.0018 0.0333 0.0138 -0.33
C -4.902 4.470 -8.952 0.0177 0.0073 0.0494 0.61
O -5.653 4.604 -9.855 -0.0123 0.0063 -0.0170 -0.49
O -5.226 4.626 -7.637 -0.0164 -0.0789 -0.0435 -0.37
H -3.872 5.900 -5.679 0.0314 -0.0108 -0.0564 0.37
H -5.009 4.753 -4.993 0.0026 -0.0632 -0.0206 0.26
H -3.272 4.422 -4.903 0.0492 -0.0416 -0.0643 0.31
H -4.332 3.046 -6.691 0.0159 -0.0105 -0.0114 0.20
H -2.173 3.591 -7.661 -0.0334 -0.0578 -0.0929 0.29
H -2.571 5.326 -7.729 0.0027 0.0075 0.0635 0.32
C 7.884 -7.032 4.602 -0.0993 0.1960 -0.0372 -1.43
C 8.799 -7.103 3.411 0.0014 -0.0099 0.1140 0.48
C 10.241 -6.703 3.653 0.0102 -0.0292 -0.0017 -0.54
O 10.639 -6.216 2.363 0.0178 0.0185 0.0676 -0.36
C 9.535 -5.778 1.728 0.0143 0.0018 -0.0460 0.67
O 9.539 -5.159 0.710 0.0747 -0.0024 0.0595 -0.57
O 8.421 -6.137 2.403 0.0201 -0.0782 -0.0355 -0.28
H 7.939 -6.049 5.073 0.0393 -0.0099 0.0122 0.35
H 6.852 -7.204 4.302 0.0121 -0.0699 -0.0022 0.36
H 8.163 -7.791 5.333 0.0104 -0.0099 0.0011 0.39
H 8.752 -8.091 2.945 0.0067 0.0016 -0.0267 0.27
H 10.885 -7.523 3.955 0.0453 -0.0125 -0.1149 0.30
H 10.323 -5.884 4.372 -0.0344 -0.0154 0.0390 0.31
C -3.035 0.598 5.550 -0.1428 0.0973 0.0042 -1.50
C -2.657 0.967 4.146 0.1229 0.0258 0.1838 0.58
C -1.873 2.253 3.977 0.0151 -0.0102 -0.0024 -0.53
O -2.267 2.674 2.649 0.0042 -0.0357 0.0050 -0.35
C -3.491 2.159 2.417 -0.1302 0.0127 0.2207 0.74
O -4.174 2.476 1.476 0.3408 -0.1354 -0.1536 -0.76
O -3.834 1.272 3.341 -0.0005 -0.0484 -0.0651 -0.26
H -3.548 1.423 6.045 0.0208 0.0155 -0.0016 0.33
H -3.713 -0.251 5.554 0.0345 -0.0449 0.0249 0.33
H -2.142 0.338 6.120 0.0334 0.0153 -0.0343 0.44
H -2.143 0.140 3.651 -0.0464 0.0010 -0.0601 0.26
H -0.796 2.127 4.022 0.0087 0.0021 -0.1365 0.32
H -2.188 3.023 4.682 -0.0158 -0.0197 0.0337 0.33
C -9.666 0.626 3.834 0.0713 -0.1870 -0.0831 -1.46
C -8.649 0.876 4.913 -0.0511 0.0596 -0.0950 0.49
C -7.528 1.835 4.563 0.0054 0.0190 0.0143 -0.50
O -6.458 1.361 5.394 -0.0143 0.0362 -0.0437 -0.26
C -6.669 0.042 5.624 0.0233 -0.0423 -0.0019 0.66
O -5.870 -0.685 6.123 -0.0776 -0.0211 -0.0146 -0.55
O -7.895 -0.321 5.205 -0.0271 0.0411 0.0770 -0.35
H -9.178 0.326 2.906 0.0162 0.0353 -0.0019 0.35
H -10.345 -0.173 4.128 -0.0340 0.0431 0.0399 0.36
H -10.249 1.528 3.654 -0.0009 0.0131 0.0076 0.38
H -9.138 1.185 5.841 0.0156 -0.0062 0.0208 0.26
H -7.746 2.874 4.793 0.0611 -0.0053 0.1035 0.33
H -7.221 1.742 3.518 -0.0477 -0.0066 -0.0267 0.28
```
Forces are in eV/Å.

=====

Entry 3:
Here is a 2-piece molecular cluster, C24H42N2O6PS overall from the OMol25 dataset. Energies are from ωB97M-V with the def2-TZVPD basis set.

Summary:
Orbital gap = 7.763 eV
Net charge = +1

```
76
Properties=species:S:1:pos:R:3:forces:R:3:mulliken_charge:R:1
C 0.209 -1.685 -2.527 -0.6438 -0.1071 -0.3205 -1.01
C -0.404 -2.112 -1.198 0.2353 -0.1147 -0.2303 0.09
C 0.528 -1.961 -0.003 0.3048 -0.6053 -0.2619 -0.28
O 0.227 -0.882 0.929 -0.3724 -0.0565 -0.1192 -0.47
C -0.176 0.282 0.483 -0.0916 -0.1595 0.4247 -0.07
C 0.549 1.065 -0.403 0.0785 0.1214 -0.4731 0.76
C 1.920 0.694 -0.893 0.3502 0.2519 0.1143 -0.72
C 3.044 0.687 0.184 0.1447 0.0822 0.1699 0.59
C 3.576 -0.712 0.484 -0.5140 -0.0780 0.0176 -1.31
C 2.671 1.417 1.471 0.3387 -0.0688 0.0172 -1.51
C -0.038 2.241 -0.806 -0.0262 -0.0960 0.0618 -0.83
C -1.258 2.669 -0.282 0.3030 0.2482 -0.3121 -0.41
S -1.888 4.199 -0.993 -0.1917 0.2512 -0.7184 1.59
C -1.668 5.445 0.243 0.1899 0.3506 0.0762 -1.01
O -0.977 4.476 -2.073 0.0997 -0.0082 0.2167 -0.77
O -3.279 4.043 -1.305 0.0012 -0.2447 0.1877 -0.66
C -1.909 1.962 0.685 -0.4000 -0.5765 0.4351 -0.43
P -3.373 2.799 1.483 0.1488 0.4708 0.0552 0.44
C -2.998 2.639 3.275 0.0236 0.0872 -0.0771 -1.28
C -4.845 1.754 1.081 -0.0601 0.0247 0.1824 -0.53
C -5.489 0.995 2.238 0.0307 -0.0337 -0.0722 -1.58
N -1.362 0.740 1.012 -0.0208 -0.1002 -0.1413 1.02
N -1.991 -0.048 1.998 0.2054 0.1082 0.0919 0.91
C -1.252 -0.074 3.248 0.3030 -0.1806 -0.0228 0.42
C -2.016 -0.614 4.416 -0.0004 -0.1440 -0.3047 -1.39
O -0.144 0.374 3.297 -0.2427 0.3725 0.1120 -0.39
C -2.467 -1.359 1.547 0.1007 -0.2806 0.0277 0.55
C -3.623 -1.365 0.604 0.1436 -0.3721 -0.3682 -1.48
O -1.963 -2.349 1.998 -0.3145 0.3380 0.0784 -0.46
H 1.046 -2.322 -2.800 0.2773 0.1878 0.0544 0.06
H 0.496 -0.636 -2.553 0.0194 -0.1258 -0.0786 0.21
H -0.541 -1.813 -3.309 0.0030 -0.0245 -0.0728 0.52
H -0.635 -3.175 -1.270 -0.1241 -0.0296 0.0239 0.61
H -1.362 -1.614 -1.070 -0.1437 0.1605 0.3078 -0.26
H 0.490 -2.847 0.622 -0.1406 0.1000 0.2491 0.35
H 1.556 -1.877 -0.351 -0.1104 0.1375 0.1097 0.09
H 1.911 -0.241 -1.450 0.1231 0.0992 0.1676 -0.51
H 2.192 1.460 -1.618 -0.1103 0.0242 -0.1527 0.52
H 3.867 1.260 -0.245 0.0267 -0.0576 -0.1858 0.61
H 3.625 -1.305 -0.430 0.3387 -0.0173 -0.0810 0.04
H 2.893 -1.235 1.157 0.1049 0.0113 0.1384 0.24
H 4.550 -0.675 0.961 0.1079 0.0019 -0.0137 0.51
H 2.310 2.427 1.276 -0.1541 0.0344 0.0309 0.34
H 1.953 0.859 2.071 -0.1592 0.0838 -0.0317 0.26
H 3.568 1.521 2.080 0.0278 0.0101 0.0726 0.53
H 0.455 2.875 -1.528 0.0476 0.0408 -0.0683 0.76
H -2.634 5.894 0.443 -0.0816 -0.0626 0.0848 0.36
H -0.986 6.175 -0.184 0.0083 0.0429 -0.0913 0.47
H -1.223 5.043 1.148 -0.0884 -0.1267 0.0551 0.31
H -1.937 2.448 3.422 0.0778 -0.0849 0.0708 0.39
H -3.193 3.618 3.708 -0.0811 0.0267 0.0659 0.49
H -3.597 1.910 3.804 0.0266 -0.1843 0.0578 0.27
H -4.605 1.113 0.237 0.0633 -0.0059 -0.0012 0.29
H -5.558 2.484 0.702 -0.0616 -0.0113 -0.1349 0.63
H -6.046 1.679 2.874 -0.0162 -0.0050 0.1108 0.36
H -4.767 0.472 2.862 0.0667 -0.0731 0.0011 0.31
H -6.192 0.254 1.862 -0.1348 0.0299 -0.0216 0.46
H -2.818 -1.277 4.107 -0.0448 -0.0395 0.0944 0.33
H -1.324 -1.137 5.067 0.0099 -0.0269 0.0784 0.40
H -2.444 0.231 4.948 0.0049 0.1105 0.1250 0.28
H -4.527 -1.014 1.093 0.0576 0.1118 0.0799 0.16
H -3.774 -2.395 0.295 -0.0240 -0.0509 -0.0361 0.48
H -3.442 -0.769 -0.289 0.0083 0.1972 0.0337 0.35
C 4.845 -4.345 -3.740 -0.0168 0.0184 -0.0771 -0.63
C 5.710 -3.111 -3.989 -0.0046 -0.0026 0.0889 -0.55
C 4.658 -2.023 -4.146 0.0040 -0.0180 -0.0810 -0.49
O 3.555 -2.409 -3.315 -0.0593 0.0269 0.1203 -0.30
C 3.723 -3.766 -2.890 0.0490 0.0073 0.0433 -0.38
H 5.371 -5.158 -3.242 0.0153 0.0095 0.0137 0.34
H 4.448 -4.723 -4.684 -0.0109 -0.0056 0.0058 0.27
H 6.338 -2.910 -3.118 0.0038 0.0090 -0.0027 0.26
H 6.356 -3.198 -4.860 -0.0100 -0.0123 -0.0162 0.35
H 4.309 -1.952 -5.180 0.0202 0.0005 -0.0048 0.30
H 5.009 -1.040 -3.831 -0.0303 0.0125 0.0257 0.25
H 3.988 -3.773 -1.827 0.0091 -0.0373 0.0017 0.25
H 2.777 -4.298 -3.015 -0.0181 0.0270 -0.0073 0.32
```
Forces are in eV/Å.